[1]
Molecular formula: C4H6O3Rb
Method: DFT, the ωB97M-V functional and the def2-TZVPD basis

Output
E_HOMO	-14.58	eV
charge	+1
HOMO-LUMO gap	0.3896	hartree
ΔE to the lowest compared entry with this formula, charge and spin	10.18	kcal per mole
spin multiplicity	1
DFT total energy	-405.6462	hartree

Geometry (Å):
1 Rb -12.58329 2.40089 -21.66304
2 C -8.79614 -2.63092 -21.93695
3 C -9.04001 -1.29874 -22.63363
4 C -10.47691 -0.77625 -22.57584
5 O -10.30716 0.63161 -22.32017
6 C -9.03583 0.82677 -21.80891
7 O -8.68553 1.83102 -21.29379
8 O -8.30972 -0.26917 -21.95557
9 H -9.20571 -3.47031 -22.49185
10 H -9.20445 -2.56849 -20.92867
11 H -7.71854 -2.75617 -21.83927
12 H -8.71988 -1.26216 -23.67995
13 H -11.09178 -1.24439 -21.80442
14 H -10.92198 -0.93285 -23.55852



[2]
Molecular formula: C4H6O3S
Method: DFT, the ωB97M-V functional and the def2-TZVPD basis

Output
E_HOMO	-8.82	eV
SMILES	C[C@@H](C(=O)O)C(O)=S
charge	0
HOMO-LUMO gap	0.3137	hartree
ΔE to the lowest compared entry with this formula, charge and spin	70.56	kcal per mole
spin multiplicity	1
DFT total energy	-779.8178	hartree

Geometry (Å):
1 C -0.25010 1.91368 0.40878
2 C -0.29036 0.42048 0.62136
3 C -1.57331 -0.23554 -0.06953
4 O -1.37726 -1.51045 -0.45076
5 O -2.73257 0.54912 -0.40621
6 C 0.97484 -0.30756 0.24093
7 O 0.89948 -1.56747 0.74444
8 S 2.31699 0.27822 -0.54438
9 H -0.53211 2.12807 -0.67294
10 H -0.92591 2.60399 1.22920
11 H 1.01168 2.13671 0.45277
12 H -0.60347 -0.05840 1.63702
13 H -3.33034 -0.17152 -0.59439
14 H -0.17539 -1.60634 0.34951



[3]
Molecular formula: C4H6O4
Method: DFT, the ωB97M-V functional and the def2-TZVPD basis

Output
E_HOMO	-8.68	eV
SMILES	O=C(O)C/C(O)=C/O
charge	0
HOMO-LUMO gap	0.3331	hartree
ΔE to the lowest compared entry with this formula, charge and spin	51.58	kcal per mole
spin multiplicity	1
DFT total energy	-456.9387	hartree

Geometry (Å):
1 O -0.51605 0.08445 3.04208
2 C -0.65033 0.13840 1.85676
3 O -1.68326 0.73815 1.20507
4 C 0.43247 -0.43514 0.83486
5 C 0.05600 -0.18300 -0.55710
6 O -0.49079 -1.34044 -1.11507
7 C 0.31308 0.95848 -1.22882
8 O -0.02271 0.99062 -2.59807
9 H -2.55198 0.82183 1.65034
10 H 0.30160 -1.50065 1.12139
11 H 1.32080 0.05705 1.04850
12 H -1.23153 -1.00804 -1.65752
13 H 0.58346 1.84414 -0.68470
14 H -0.54508 1.70675 -2.74870



[4]
Molecular formula: C4H6O4
Method: DFT, the ωB97M-V functional and the def2-TZVPD basis

Output
E_HOMO	-9.08	eV
SMILES	CC(C(=O)O)=C(O)O
charge	0
HOMO-LUMO gap	0.3473	hartree
ΔE to the lowest compared entry with this formula, charge and spin	27.85	kcal per mole
spin multiplicity	1
DFT total energy	-456.9765	hartree

Geometry (Å):
1 C 0.47578 1.49439 -0.35818
2 C 0.11871 0.08505 0.02167
3 C 1.19397 -0.90096 0.28081
4 O 1.10474 -2.11048 0.34364
5 O 2.40873 -0.32660 0.36341
6 C -1.16422 -0.31301 0.07202
7 O -2.17376 0.50815 -0.35773
8 O -1.56464 -1.53261 0.53230
9 H 0.16408 2.18374 0.43575
10 H 1.54626 1.64972 -0.51529
11 H -0.02306 1.78993 -1.28715
12 H 3.00082 -1.10453 0.43477
13 H -2.68707 -0.05232 -0.97064
14 H -2.40040 -1.37044 1.00463



[5]
Molecular formula: C4H6O4
Method: DFT, the ωB97M-V functional and the def2-TZVPD basis

Output
E_HOMO	-9.02	eV
SMILES	O=C(O)C1=C(O)C1.O
charge	0
HOMO-LUMO gap	0.3430	hartree
ΔE to the lowest compared entry with this formula, charge and spin	95.72	kcal per mole
spin multiplicity	1
DFT total energy	-456.8684	hartree

Geometry (Å):
1 O 2.22350 -0.88427 -0.59222
2 C 1.54939 0.02607 -0.17421
3 O 2.19811 1.14240 0.37016
4 C 0.12987 0.29589 -0.23772
5 C -1.12551 0.15594 -0.57086
6 O -1.91750 -0.75466 -1.16790
7 C -0.93271 1.19182 0.49691
8 H 3.05085 1.15861 -0.01486
9 H -2.77177 -0.29247 -1.20396
10 H -0.99292 2.17052 0.15305
11 H -1.30496 1.00564 1.44835
12 O 0.02877 -2.00279 1.02508
13 H -0.82235 -2.48884 0.69565
14 H 0.87360 -2.37299 0.60475



[6]
Molecular formula: C4H6O7Sn
Method: DFT, the ωB97M-V functional and the def2-TZVPD basis

Output
E_HOMO	-6.41	eV
charge	0
HOMO-LUMO gap	0.1047	hartree
ΔE to the lowest compared entry with this formula, charge and spin	17.33	kcal per mole
spin multiplicity	1
DFT total energy	-896.8367	hartree

Geometry (Å):
1 O 0.99516 -3.37250 -2.04450
2 C 0.22271 -2.36516 -2.03839
3 O -0.66413 -2.25885 -2.94112
4 O 0.36266 -1.47832 -1.09011
5 O 0.59423 0.76522 0.64846
6 C 0.59670 1.67847 1.75501
7 O 0.05380 1.27143 2.82703
8 O 1.96222 2.04349 1.94926
9 C -0.59945 0.04752 0.48926
10 C -0.67971 -0.50072 -0.90912
11 Sn 0.01320 -3.85080 -3.54323
12 H 2.02543 2.52497 2.78015
13 H -1.47414 0.70082 0.64203
14 H -0.66421 -0.77724 1.21840
15 H -0.54713 0.29501 -1.65337
16 H -1.65259 -0.98251 -1.06415
17 O -0.09548 2.88336 1.11431
18 H -0.44926 3.37581 1.86008



[7]
Molecular formula: C4H6O7Tb
Method: DFT, the ωB97M-V functional and the def2-TZVPD basis

Output
E_HOMO (spin up / spin down)	-5.65 / -5.62	eV
<S²>	15.775
charge	0
HOMO-LUMO gap (spin up / spin down)	0.0984 / 0.0473	hartree
ΔE to the lowest compared entry with this formula, charge and spin	0.00	kcal per mole
spin multiplicity	8
DFT total energy	-1507.0304	hartree

Geometry (Å):
1 O -7.38316 0.27325 -6.58333
2 C -7.42531 0.14912 -5.32851
3 O -8.49607 0.35213 -4.69154
4 O -6.29240 -0.13063 -4.70359
5 O -5.07506 -1.21550 -1.53272
6 C -4.93792 -0.67900 -2.81838
7 C -6.31518 -0.23660 -3.27760
8 Tb -9.84294 0.73427 -6.89810
9 H -4.54357 -1.42752 -3.52832
10 H -4.25244 0.18558 -2.82176
11 H -6.57639 0.73438 -2.83738
12 H -7.06872 -0.97549 -2.97396
13 C -4.34974 0.83630 0.90376
14 O -3.93797 1.90262 0.41220
15 O -5.63295 0.81261 1.41319
16 H -5.77266 1.63854 1.88956
17 O -3.67806 -0.20948 1.17147
18 H -4.22335 -1.13494 -0.92675



[8]
Molecular formula: C4H6OS
Method: DFT, the ωB97M-V functional and the def2-TZVPD basis

Output
E_HOMO	-8.84	eV
SMILES	C=C(C)C(O)=S
charge	0
HOMO-LUMO gap	0.3171	hartree
ΔE to the lowest compared entry with this formula, charge and spin	24.13	kcal per mole
spin multiplicity	1
DFT total energy	-629.4087	hartree

Geometry (Å):
1 C 1.08369 0.81073 -0.50573
2 C 0.11187 -0.02887 -0.11020
3 C 0.38579 -1.46766 0.27165
4 C -1.30070 0.49598 -0.01666
5 O -1.39147 1.79733 0.31896
6 S -2.62220 -0.43197 -0.27340
7 H 0.89875 1.77845 -0.88147
8 H 2.09098 0.45133 -0.59899
9 H -0.01799 -1.70373 1.25683
10 H -0.16303 -2.12512 -0.41519
11 H 1.47216 -1.65149 0.22184
12 H -0.54783 2.07503 0.73236



[9]
Molecular formula: C4H6OS
Method: DFT, the ωB97M-V functional and the def2-TZVPD basis

Output
E_HOMO	-7.81	eV
charge	0
HOMO-LUMO gap	0.3156	hartree
ΔE to the lowest compared entry with this formula, charge and spin	83.62	kcal per mole
spin multiplicity	1
DFT total energy	-629.3139	hartree

Geometry (Å):
1 C 1.93433 -0.25216 -0.58229
2 C 0.44245 0.23790 -0.27121
3 C -0.48686 -0.61266 -0.63275
4 C -1.82643 0.61435 1.04391
5 H 2.51809 0.19400 0.40933
6 H 2.17123 -1.58010 -0.77601
7 H 2.26938 0.50018 -1.38346
8 H -0.50213 -1.45211 -1.42767
9 H -2.50995 1.41939 0.85892
10 H -2.14194 -0.05048 1.85356
11 O -1.76133 -0.24479 -0.15123
12 S -0.10684 1.22649 1.05890



[10]
Molecular formula: C4H6OS
Method: DFT, the ωB97M-V functional and the def2-TZVPD basis

Output
E_HOMO	-8.81	eV
SMILES	C=C(C=S)OC
charge	0
HOMO-LUMO gap	0.2946	hartree
ΔE to the lowest compared entry with this formula, charge and spin	52.08	kcal per mole
spin multiplicity	1
DFT total energy	-629.3642	hartree

Geometry (Å):
1 C 0.54818 1.72144 0.01452
2 C 0.27792 0.46692 -0.33954
3 C 1.35007 -0.61634 -0.36514
4 S 2.92921 -0.34962 -0.03618
5 O -0.91813 -0.00173 -0.65203
6 C -1.51816 -0.86360 0.28640
7 H 1.53902 1.99501 0.31500
8 H -0.26941 2.45739 0.03241
9 H 1.02626 -1.56445 -0.77513
10 H -2.54648 -1.05544 -0.01642
11 H -1.47303 -0.38399 1.25583
12 H -0.94545 -1.80560 0.28028



[11]
Molecular formula: C4H6OS
Method: DFT, the ωB97M-V functional and the def2-TZVPD basis

Output
E_HOMO	-8.42	eV
charge	0
HOMO-LUMO gap	0.3419	hartree
ΔE to the lowest compared entry with this formula, charge and spin	88.50	kcal per mole
spin multiplicity	1
DFT total energy	-629.3061	hartree

Geometry (Å):
1 C -0.15897 0.11147 -1.05468
2 C 0.24294 1.21458 -0.49092
3 C -0.67850 -1.00703 -0.11468
4 C 0.03569 0.64472 1.46085
5 O -0.46605 -0.60251 1.26437
6 S 1.70222 0.69735 2.09138
7 H -0.15063 -0.02727 -2.16476
8 H 0.72234 2.17235 -0.72996
9 H -1.87576 -1.18522 -0.28695
10 H -0.10298 -2.01064 -0.08523
11 H -0.80155 1.23570 1.87688
12 H 2.20001 -0.48917 1.69507



[12]
Molecular formula: C4H6OS
Method: DFT, the ωB97M-V functional and the def2-TZVPD basis

Output
E_HOMO	-8.89	eV
SMILES	C=COCC=S
charge	0
HOMO-LUMO gap	0.2999	hartree
ΔE to the lowest compared entry with this formula, charge and spin	74.03	kcal per mole
spin multiplicity	1
DFT total energy	-629.3292	hartree

Geometry (Å):
1 C -1.84041 1.40596 0.32954
2 C -1.21073 0.47767 -0.33509
3 O 0.11908 0.34627 -0.31242
4 C 0.69968 -0.93447 -0.10732
5 C 2.09502 -0.72319 0.26033
6 S 3.04345 0.26943 -0.70533
7 H -2.84662 1.47368 0.22303
8 H -1.39249 2.12008 0.89990
9 H -1.78049 -0.20084 -1.09375
10 H 0.76015 -1.60798 -1.03836
11 H -0.02833 -1.46673 0.69275
12 H 2.38171 -1.15989 1.18671



[13]
Molecular formula: C4H6OS
Method: DFT, the ωB97M-V functional and the def2-TZVPD basis

Output
E_HOMO	-7.92	eV
SMILES	C1=CSCCO1
charge	0
HOMO-LUMO gap	0.3230	hartree
ΔE to the lowest compared entry with this formula, charge and spin	24.74	kcal per mole
spin multiplicity	1
DFT total energy	-629.4077	hartree

Geometry (Å):
1 C -0.65083 1.35768 0.07656
2 C 0.67219 1.50417 -0.03659
3 S 1.81533 0.16469 -0.11367
4 C 0.66584 -1.13218 0.34800
5 C -0.69193 -0.94173 -0.35948
6 O -1.36970 0.21272 0.08821
7 H -1.27919 2.22237 0.16378
8 H 1.10556 2.50863 -0.05734
9 H 1.08701 -2.06184 0.05960
10 H 0.51740 -1.13872 1.41740
11 H -1.32202 -1.80154 -0.16375
12 H -0.54964 -0.89424 -1.42272



[14]
Molecular formula: C4H6OS
Method: DFT, the ωB97M-V functional and the def2-TZVPD basis

Output
E_HOMO	-8.33	eV
SMILES	C1O[C@H]2C[C@@H]2S1
charge	0
HOMO-LUMO gap	0.3408	hartree
ΔE to the lowest compared entry with this formula, charge and spin	135.04	kcal per mole
spin multiplicity	1
DFT total energy	-629.2320	hartree

Geometry (Å):
1 C -1.33133 0.67791 -0.41701
2 O -1.39530 -0.39615 0.37930
3 C -0.09794 -0.41675 1.10208
4 C 1.20435 -1.16715 1.09699
5 C 0.69248 -0.54887 -0.09382
6 S 0.51660 0.85670 -0.97110
7 H -1.95048 0.47972 -1.37745
8 H -1.75150 1.57333 -0.06470
9 H 0.06964 0.39420 1.95384
10 H 1.97407 -0.82656 1.79538
11 H 1.31001 -2.09480 0.87967
12 H 0.43969 -1.33469 -0.81290



[15]
Molecular formula: C4H6OS
Method: DFT, the ωB97M-V functional and the def2-TZVPD basis

Output
E_HOMO	-9.06	eV
SMILES	CC(=O)C(C)=S
charge	0
HOMO-LUMO gap	0.2835	hartree
ΔE to the lowest compared entry with this formula, charge and spin	32.88	kcal per mole
spin multiplicity	1
DFT total energy	-629.3948	hartree

Geometry (Å):
1 C 1.37485 -0.42143 1.12431
2 C 0.33176 -0.62856 0.10495
3 O 0.09751 -1.75032 -0.35802
4 C -0.31495 0.65548 -0.27440
5 C -1.58582 0.34654 -1.01624
6 S 0.27389 2.16763 -0.21901
7 H 1.56420 -1.27734 1.77135
8 H 1.25667 0.39030 1.77450
9 H 2.34818 -0.12563 0.64534
10 H -2.07701 -0.41947 -0.45701
11 H -2.09014 1.25846 -1.21657
12 H -1.17914 -0.19566 -1.87921



[16]
Molecular formula: C4H6OS2
Method: DFT, the ωB97M-V functional and the def2-TZVPD basis

Output
E_HOMO	-8.66	eV
SMILES	OC[C@@H]1CSC1=S
charge	0
HOMO-LUMO gap	0.3058	hartree
ΔE to the lowest compared entry with this formula, charge and spin	89.79	kcal per mole
spin multiplicity	1
DFT total energy	-1027.4884	hartree

Geometry (Å):
1 O -1.05762 -0.69975 1.21970
2 C 0.27410 -0.41724 1.17039
3 C 0.57213 0.24337 -0.13292
4 C -0.21300 1.52941 -0.69857
5 S -0.72467 0.71191 -2.19285
6 C -0.10259 -0.79762 -1.18922
7 S 0.02613 -2.31648 -1.69056
8 H -1.00217 -1.87001 1.22568
9 H 1.13328 -1.29197 1.48728
10 H 0.38083 0.43498 1.87537
11 H 1.68957 0.35408 -0.11414
12 H 0.19969 2.48016 -1.04444
13 H -1.17566 1.63919 0.08430



[17]
Molecular formula: C4H6OSi
Method: DFT, the ωB97M-V functional and the def2-TZVPD basis

Output
E_HOMO	-8.65	eV
charge	0
HOMO-LUMO gap	0.3369	hartree
ΔE to the lowest compared entry with this formula, charge and spin	120.20	kcal per mole
spin multiplicity	1
DFT total energy	-520.5351	hartree

Geometry (Å):
1 C 0.76646 -1.26124 0.28990
2 C -2.37934 -1.12333 -0.05645
3 C 0.58988 0.05052 0.21546
4 C 2.06948 0.25355 -0.17099
5 O -0.31190 1.04044 0.26476
6 Si -1.85195 0.52838 0.00830
7 H 2.69797 -0.66022 -0.40345
8 H 2.03126 0.65511 -1.11790
9 H 2.72127 0.78555 0.55255
10 H -1.68119 -1.99852 0.01852
11 H -2.28217 1.84431 -0.06895
12 H -3.45757 -1.31594 -0.12012



[18]
Molecular formula: C4H6OSi
Method: DFT, the ωB97M-V functional and the def2-TZVPD basis

Output
E_HOMO	-10.38	eV
SMILES	CC(=O)C#C[SiH3]
charge	0
HOMO-LUMO gap	0.3756	hartree
ΔE to the lowest compared entry with this formula, charge and spin	54.95	kcal per mole
spin multiplicity	1
DFT total energy	-520.6391	hartree

Geometry (Å):
1 C -0.50430 2.27081 0.29050
2 C 0.26796 1.64469 -0.81849
3 O 0.56612 2.14725 -1.88285
4 C 0.43540 0.22137 -0.56122
5 C 0.39682 -0.99080 -0.31571
6 Si 0.34784 -2.68236 0.26524
7 H 0.02817 1.86347 1.24066
8 H -0.61662 3.31025 0.33836
9 H -1.58300 1.74579 0.13783
10 H -1.13662 -2.91591 0.34568
11 H 0.94557 -3.06962 1.65546
12 H 0.85266 -3.54495 -0.69544